Record 1
Formula: C24H43N2OP3Zr
Source: OMol25
Level of theory: the ωB97M-V functional and the def2-TZVPD basis

Output
* largest force on an atom: 4.68 eV/A
* LUMO (alpha / beta): -15.705 / -15.705 eV
* E_HOMO (alpha / beta): -19.4081 / -19.4059 eV
* gap between HOMO and LUMO (alpha / beta): 3.7 / 3.7 eV
* energy: -2194.52906 a.u.

ORCA input file:
```
! RIJCOSX wB97M-V def2-TZVPD def2/J DEFGRID3
* xyz 4 1
Zr -0.898 0.365 -0.435
P 0.979 -2.206 -1.327
P 1.027 -0.495 1.910
P -2.105 -1.886 0.587
O 0.071 0.304 -2.199
N -2.152 2.411 3.474
N -1.327 1.627 1.596
C 0.787 4.681 3.327
C -2.501 1.711 -1.384
C -2.219 1.422 2.572
C 2.531 0.490 2.243
C 0.147 0.283 -4.579
C 1.046 -2.579 -3.117
C 0.582 0.910 -5.739
C 2.670 -1.518 -1.154
C -2.538 -2.872 -0.906
C -1.291 2.428 -1.583
C -1.791 -3.250 1.777
C 1.456 1.995 -5.638
C 1.791 1.579 -3.290
C 1.291 4.217 2.092
C 1.758 -2.178 2.155
C -0.650 2.827 1.875
C -3.810 -1.497 1.149
C -1.164 3.327 3.072
C 2.121 2.295 -4.438
C 0.672 0.709 -3.336
C 1.048 -3.950 -0.750
C 0.353 -0.402 3.636
C -0.450 4.234 3.838
C 0.544 3.320 1.310
H -1.666 -3.426 -1.275
H -3.341 -3.578 -0.647
H -3.102 1.406 -2.250
H 3.154 -1.873 -0.244
H 1.622 2.632 -6.507
H 1.396 -2.636 3.089
H 3.023 0.124 3.156
H -1.697 -2.857 2.795
H 1.000 -0.974 4.320
H -1.040 2.784 -2.593
H 0.899 2.959 0.340
H 0.052 -4.261 -0.420
H 2.260 4.559 1.715
H -4.474 -2.348 0.939
H 0.050 -2.563 -3.556
H 0.899 0.409 0.184
H 1.451 -3.582 -3.289
H -0.893 -3.824 1.531
H 2.256 1.751 -2.309
H -0.854 4.571 4.797
H -2.897 -2.195 -1.690
H -2.714 2.486 4.313
H 1.359 -4.607 -1.569
H 0.207 0.558 -6.711
H -2.901 0.577 2.636
H 0.317 0.625 4.014
H 2.873 3.085 -4.339
H -4.195 -0.619 0.617
H -0.644 -0.854 3.692
H 2.629 -0.428 -1.098
H 2.265 1.547 2.361
H -2.637 -3.949 1.773
H 3.291 -1.786 -2.013
H 1.665 -1.865 -3.660
H -3.106 1.932 -0.502
H 1.470 -2.823 1.324
H -0.792 3.048 -0.826
H 2.855 -2.118 2.199
H -0.578 -0.527 -4.639
H -3.808 -1.298 2.229
H 3.209 0.363 1.391
H 1.753 -4.095 0.067
H 1.408 5.366 3.913
*
```

***

Record 2
Formula: C24H43NO2OsP2
Source: OMol25
Level of theory: the ωB97M-V functional and the def2-TZVPD basis

Output
* largest force on an atom: 5.74 eV/A
* LUMO (alpha / beta): -6.539 / -9.325 eV
* E_HOMO (alpha / beta): -13.8865 / -13.5407 eV
* gap between HOMO and LUMO (alpha / beta): 7.3 / 4.2 eV
* energy: -1917.89455 a.u.

ORCA input file:
```
! RIJCOSX wB97M-V def2-TZVPD def2/J DEFGRID3
* xyz 2 5
Os 0.766 1.568 0.077
P -0.228 -2.773 -0.350
P -0.058 -0.318 2.430
O -2.291 -3.384 2.588
O -0.897 -3.071 4.254
N -1.171 -3.089 3.043
C 1.205 1.069 -1.732
C 2.325 2.758 0.244
C 0.371 -0.064 4.186
C 0.328 1.797 2.163
C -1.454 1.388 -1.661
C 0.713 -3.278 -1.812
C -2.930 0.743 1.734
C 1.612 -0.034 -0.911
C -2.393 0.810 0.383
C 1.029 -2.788 1.009
C 2.782 1.457 0.711
C -3.367 -1.487 -0.192
C 3.118 -0.385 -0.945
C -2.590 -0.240 -0.520
C -1.658 1.904 -0.271
C 1.337 -1.478 1.778
C 3.858 0.635 -0.019
C 2.132 2.151 -2.219
C -2.013 -0.780 -2.991
C -1.970 0.087 -1.763
C -1.080 2.235 -2.835
C -1.289 -4.233 -0.170
C -2.137 3.336 -0.035
C 2.504 3.251 -1.177
H 1.562 2.672 -3.009
H 0.643 -3.500 1.773
H 1.128 1.998 2.892
H -2.596 -0.183 2.265
H -1.540 4.072 -0.592
H -0.380 3.037 -2.523
H -3.188 3.506 -0.360
H 3.042 1.667 -2.616
H 1.971 -3.171 0.589
H -2.979 -0.684 -3.525
H 3.494 3.652 -1.467
H -3.528 -2.149 -1.058
H 1.585 -3.916 -1.636
H 2.899 1.324 1.814
H -0.671 -5.097 -0.382
H -0.651 2.016 2.646
H 2.042 -0.822 1.243
H -2.111 3.548 1.038
H -2.033 -4.104 -0.956
H 4.566 1.232 -0.643
H 0.117 -0.987 4.716
H -4.352 -1.231 0.228
H 2.232 3.538 0.979
H -0.021 -3.807 -2.425
H 1.799 4.099 -1.224
H -2.864 -2.076 0.598
H -1.803 -4.315 0.784
H -0.586 1.632 -3.634
H 1.099 -0.960 -1.117
H 0.561 0.725 -2.570
H 0.355 2.726 1.493
H -0.219 0.779 4.582
H -1.840 -1.853 -2.766
H 4.447 0.030 0.709
H 1.016 -2.410 -2.388
H 3.576 -0.336 -1.951
H -1.992 2.700 -3.262
H -4.036 0.704 1.671
H -1.208 -0.464 -3.673
H 3.312 -1.416 -0.598
H -2.648 1.605 2.335
H 1.447 0.165 4.281
H 1.799 -1.732 2.743
*
```

***

Record 3
Formula: C24H43NO2P2Tl
Source: OMol25
Level of theory: the ωB97M-V functional and the def2-TZVPD basis

Output
* largest force on an atom: 5.20 eV/A
* LUMO (alpha / beta): -5.316 / -5.329 eV
* E_HOMO (alpha / beta): -8.5845 / -8.5691 eV
* gap between HOMO and LUMO (alpha / beta): 3.3 / 3.2 eV
* energy: -2000.13559 a.u.

ORCA input file:
```
! RIJCOSX wB97M-V def2-TZVPD def2/J DEFGRID3
* xyz 1 1
Tl 0.319 -1.455 -5.249
P 1.472 1.843 -1.668
P -2.074 1.102 -2.089
O -0.459 1.494 0.651
O -1.944 2.816 -0.267
N -1.497 2.182 0.745
C 0.658 -0.977 2.570
C -2.057 -0.552 -2.942
C -1.761 -3.257 0.889
C 1.302 -3.634 0.001
C 1.031 0.119 3.502
C 1.529 -1.711 1.716
C 0.763 -2.649 0.972
C 2.890 1.667 -2.858
C -3.689 1.540 -2.839
C 2.986 -1.525 1.639
C -0.651 -1.470 2.359
C 2.090 3.230 -0.612
C -1.573 -0.573 -6.628
C 0.191 2.752 -2.730
C -1.480 0.796 -6.501
C -1.063 -1.248 -7.900
C -0.592 -2.492 1.371
C 1.385 -0.384 -7.135
C -0.920 1.966 -3.342
C 1.330 0.775 -6.373
C 0.400 -0.818 -8.277
C 0.649 2.034 -6.821
C -0.731 1.702 -7.419
C -1.866 -0.974 3.040
H -1.455 -3.971 0.120
H -3.511 1.711 -3.915
H 1.303 2.521 -7.573
H -2.709 -1.659 2.880
H 0.793 3.195 -3.513
H -0.618 1.279 -8.422
H 3.401 -1.978 0.741
H 0.516 2.759 -5.990
H -2.253 -3.825 1.695
H 3.515 -1.973 2.487
H 0.426 -0.029 -9.068
H 0.495 -4.004 -0.644
H 2.742 0.746 -3.451
H -2.039 1.312 -5.706
H 2.994 2.564 -3.499
H -4.359 0.679 -2.681
H -1.874 -0.473 -4.032
H 3.800 1.531 -2.252
H -1.243 -1.121 -2.477
H -2.533 -2.609 0.446
H -1.112 -2.339 -7.750
H 2.120 0.092 3.681
H -1.307 2.632 -7.556
H 0.823 -1.698 -8.802
H 1.761 -4.496 0.517
H 2.073 -3.168 -0.630
H -0.587 1.272 -4.128
H 2.216 4.184 -1.125
H 0.494 0.006 4.463
H -4.136 2.423 -2.367
H -1.654 2.635 -3.797
H 3.069 2.965 -0.203
H -1.739 -1.080 -8.765
H -2.221 -1.103 -5.921
H 2.310 -0.996 -7.007
H 0.768 1.102 3.063
H -2.170 0.017 2.659
H 1.463 3.427 0.261
H -1.698 -0.875 4.124
H 1.901 0.905 -5.444
H -3.004 -1.093 -2.765
H -0.218 3.505 -2.062
H 3.276 -0.470 1.624
*
```

***

Record 4
Formula: C24H43NP2Tc
Source: OMol25
Level of theory: the ωB97M-V functional and the def2-TZVPD basis

Output
* largest force on an atom: 11.23 eV/A
* LUMO (alpha / beta): -6.947 / -7.209 eV
* E_HOMO (alpha / beta): -13.1795 / -13.6401 eV
* gap between HOMO and LUMO (alpha / beta): 6.2 / 6.4 eV
* energy: -1757.44356 a.u.

ORCA input file:
```
! RIJCOSX wB97M-V def2-TZVPD def2/J DEFGRID3
* xyz 2 4
Tc 0.759 1.145 -0.936
P -0.339 -2.480 -4.451
P 0.315 1.328 -2.981
N 1.212 1.965 1.205
C 0.862 -2.670 2.071
C -2.846 -2.647 -2.303
C -0.916 2.442 -3.999
C -1.401 -3.854 -5.056
C 0.900 3.363 1.486
C 0.435 1.074 2.116
C -2.139 -2.028 -3.517
C 1.246 -0.497 0.443
C 1.635 -2.776 0.911
C 1.114 -3.305 -5.341
C 0.250 -3.557 -2.656
C -2.017 -3.510 -1.309
C 1.757 2.464 -3.042
C 0.653 -0.327 1.681
C -1.546 -0.887 -3.002
C 0.380 -1.435 2.478
C 0.696 -2.049 -2.555
C -0.035 -0.835 -5.375
C -0.754 -4.122 -1.840
C 0.673 0.390 -4.803
C 2.649 1.794 1.428
C -1.254 1.650 -0.533
C -0.461 -1.273 -1.999
C 2.053 -1.617 0.217
H -0.036 -0.393 -1.404
H -1.591 -3.779 -6.127
H 2.080 -2.852 -5.110
H 1.745 0.195 -4.715
H 2.640 1.790 -3.035
H -0.906 -4.799 -4.811
H -0.145 3.575 1.284
H 1.122 -4.361 -5.023
H 0.624 1.228 -5.544
H 1.089 -4.232 -2.907
H 1.697 3.023 -2.084
H 0.781 1.204 3.156
H -2.746 -1.903 -4.444
H -3.694 -3.232 -2.615
H -0.877 -1.878 -1.200
H -2.649 -4.315 -0.892
H -0.485 2.872 -4.922
H -0.622 1.374 2.119
H 3.094 1.103 0.735
H 1.520 3.980 0.842
H -0.177 -1.308 3.403
H -1.811 2.256 -1.281
H 0.473 -1.113 -6.313
H -3.233 -1.798 -1.704
H -1.808 -2.860 -0.415
H -1.213 3.296 -3.368
H 1.064 -1.560 -3.482
H -1.847 1.946 -4.308
H -2.368 -3.918 -4.561
H -1.818 0.699 -0.436
H -1.396 2.172 0.440
H 1.902 -3.773 0.554
H 0.972 -3.305 -6.430
H 3.170 2.743 1.299
H -1.060 -0.548 -5.667
H 2.917 -1.546 -0.457
H 1.110 3.635 2.522
H 1.750 3.300 -3.749
H -0.505 -5.148 -1.411
H 0.633 -3.540 2.681
H -2.162 -0.016 -2.732
H 2.823 1.441 2.447
H 1.675 -1.965 -2.016
*
```

***

Record 5
Formula: C24H44BNP2Ru
Source: OMol25
Level of theory: the ωB97M-V functional and the def2-TZVPD basis

Output
* largest force on an atom: 5.42 eV/A
* LUMO (alpha / beta): -6.951 / -8.232 eV
* E_HOMO (alpha / beta): -12.2740 / -14.5468 eV
* gap between HOMO and LUMO (alpha / beta): 5.3 / 6.3 eV
* energy: -1797.31574 a.u.

ORCA input file:
```
! RIJCOSX wB97M-V def2-TZVPD def2/J DEFGRID3
* xyz 2 5
Ru -1.737 0.619 -0.562
P -0.987 2.537 -0.679
P 1.788 1.910 0.952
N -0.639 0.068 -2.100
C 3.128 -0.491 0.004
C -0.556 -0.728 -2.970
C 3.530 -2.005 0.350
C -4.899 0.652 -0.464
C -2.261 -1.788 0.631
C 3.355 -2.460 1.714
C -1.602 -2.568 1.709
C -1.616 3.849 0.414
C 4.604 -0.227 -0.391
C 2.815 -1.626 2.770
C -2.576 -2.271 -0.656
C -1.018 3.514 -2.234
C 0.964 2.350 2.507
C -2.914 -0.503 0.803
C 4.985 -1.686 -0.119
C -3.426 -1.346 -1.310
C -2.168 -3.593 -1.217
C 3.367 2.817 1.044
C 0.893 2.288 -0.560
C 3.186 -0.151 2.533
C 2.507 0.204 1.213
C -2.974 0.316 2.028
C -3.721 -0.254 -0.394
C -3.933 -1.523 -2.688
B -0.469 -1.803 -4.037
H 2.488 -0.477 -0.905
H -2.638 -0.279 2.879
H -1.446 -1.774 -4.769
H -1.923 -3.623 1.653
H -0.124 2.349 2.392
H 3.554 -3.503 1.962
H 5.742 -1.812 0.670
H -3.090 -1.510 -3.394
H -3.998 0.677 2.174
H 3.599 3.312 0.099
H 1.368 3.184 -1.010
H 1.066 1.430 -1.232
H -2.306 1.186 1.903
H -4.614 -0.707 -2.944
H 1.704 -1.744 2.750
H 0.550 -1.606 -4.679
H -5.643 0.265 -1.171
H 5.259 -2.260 -1.005
H -0.191 4.229 -2.238
H -1.955 4.073 -2.297
H -1.768 -4.269 -0.450
H 4.723 0.028 -1.455
H 4.204 2.151 1.286
H 1.295 3.364 2.769
H 1.230 1.669 3.330
H 3.332 3.579 1.831
H -5.390 0.758 0.514
H -4.470 -2.475 -2.825
H -3.021 -4.108 -1.683
H -0.379 -2.895 -3.502
H -2.711 3.824 0.368
H -1.279 4.822 0.041
H -1.921 -2.179 2.687
H 4.282 -0.017 2.510
H 3.131 -1.931 3.790
H 1.497 -0.261 1.211
H 5.148 0.504 0.220
H -1.400 -3.496 -1.996
H 2.787 0.440 3.362
H -0.494 -2.558 1.677
H 2.997 -2.681 -0.350
H -4.575 1.642 -0.799
H -0.939 2.878 -3.114
H -1.307 3.704 1.448
*
```

***

Record 6
Formula: C24H44BiP2
Source: OMol25
Level of theory: the ωB97M-V functional and the def2-TZVPD basis

Output
* largest force on an atom: 4.48 eV/A
* LUMO (alpha / beta): -3.285 / -3.028 eV
* E_HOMO (alpha / beta): -9.1042 / -8.7068 eV
* gap between HOMO and LUMO (alpha / beta): 5.8 / 5.7 eV
* energy: -1837.59442 a.u.

ORCA input file:
```
! RIJCOSX wB97M-V def2-TZVPD def2/J DEFGRID3
* xyz 1 1
Bi 0.017 0.085 -1.766
P -1.848 0.970 -3.410
P 1.611 1.885 -2.957
C -0.153 1.869 -3.849
C 0.309 -0.374 -7.106
C -1.596 1.846 -6.017
C 0.415 -2.570 1.017
C 0.637 -0.944 2.624
C -0.482 1.920 -0.443
C 2.675 0.404 -3.299
C 1.351 -1.764 1.712
C -0.624 2.454 -6.973
C 0.869 2.571 -6.544
C -1.824 -0.875 -3.644
C 1.574 1.386 -5.936
C -1.214 -0.529 -6.830
C -3.484 1.692 -3.396
C -2.142 -2.915 1.093
C -0.748 -1.243 2.489
C 1.139 0.102 -5.974
C 2.599 3.384 -3.088
C 1.206 -0.004 3.608
C 0.760 -3.645 0.058
C -0.885 -2.246 1.490
C -1.907 0.520 -6.017
C -1.838 -0.660 3.296
C 2.827 -1.834 1.606
H -1.792 -0.997 4.343
H 1.255 -0.444 4.617
H 0.011 1.205 -4.704
H -2.873 -1.212 -3.715
H -2.222 2.576 -5.497
H 3.251 -2.530 2.347
H 1.636 -3.379 -0.549
H 0.605 0.912 3.686
H -2.364 -3.776 1.745
H 1.491 -0.673 -5.289
H -0.392 2.924 -4.078
H -3.543 2.485 -2.630
H 3.286 -0.855 1.776
H 0.646 -1.397 -7.372
H 0.337 1.953 0.294
H 2.543 1.691 -5.521
H -2.892 0.176 -5.664
H -2.088 -3.295 0.065
H -4.242 0.934 -3.136
H 2.081 -0.527 -3.414
H -1.678 -0.622 -7.828
H -0.941 3.501 -7.125
H 1.002 -4.586 0.582
H 3.128 -2.193 0.617
H -1.393 -1.487 -6.330
H 2.168 4.145 -2.416
H 3.326 0.251 -2.409
H -1.777 0.437 3.311
H -3.775 2.137 -4.363
H -0.076 -3.858 -0.617
H 2.661 3.804 -4.105
H -1.432 1.750 0.078
H -1.223 -1.199 -4.521
H 3.315 0.504 -4.195
H -0.511 2.856 -1.021
H 2.229 0.273 3.331
H -0.701 1.938 -7.933
H -2.820 -0.949 2.905
H 0.473 0.261 -7.989
H -1.416 -1.458 -2.769
H -2.990 -2.228 1.163
H 1.387 2.876 -7.470
H 0.988 3.417 -5.845
H 3.622 3.185 -2.720
*
```

***

Question: energy of number 1 (C24H43N2OP3Zr)?
Answer: -2194.52906 a.u.